60
Properties=species:S:1:pos:R:3 method="wB97M-V/def2-TZVPD" charge=0 homo_lumo_gap_ha=0.1696 e_above_lowest_kj_mol=36.0 lumo_energy_ev=0.153 homo_energy_ev=-4.46
C -1.91027 -4.54577 2.26922
N -1.11629 -4.26445 1.07984
C 0.28859 3.69151 -6.99424
Cl 1.08237 2.15050 1.03889
O 0.18802 0.90161 -2.85901
H -1.43385 -5.34960 2.84326
H -2.90522 -4.88551 1.96154
C -0.90064 -5.34497 0.13037
H -1.77120 1.02449 -6.30889
H -4.80545 0.40660 3.55440
H 0.00268 -2.93322 -0.02184
H -1.79573 2.74262 0.72705
Lu 0.23721 -0.17203 1.22050
H 0.40470 4.54232 -7.68028
C -0.07330 1.62753 -5.12598
H 0.25823 1.22844 6.25451
C -0.79485 2.79811 -7.12531
C 1.25321 3.46345 -5.99451
H 4.09756 -0.62662 2.03195
H 4.60674 2.17436 0.42964
H -1.86190 -5.69601 -0.26842
H -2.80822 1.78205 -0.34019
H 2.60202 -0.60578 -1.25539
H -3.49973 2.49360 1.14126
C -3.96925 1.07162 3.31540
O -0.66964 -2.15241 1.76133
C -0.95897 1.75133 -6.21032
H 2.13137 4.11322 -5.91474
H -1.51183 2.94728 -7.94208
N 0.24863 -1.08250 5.30828
C 0.11433 0.05943 4.60310
H 2.62757 1.18328 -1.18029
C 3.43251 -0.53090 1.16456
C 3.24716 0.27394 -1.12807
O 0.01852 0.02075 3.35037
H 0.21880 -1.95442 4.80207
Cl -1.03512 -0.70100 -0.86569
O 2.27443 -1.06133 1.13444
H -1.17597 0.01901 -4.11988
H -4.36573 1.90189 2.71476
H -1.99160 -3.64353 2.87920
H -0.28216 -4.94041 -0.67990
C 1.08892 2.41334 -5.08806
H -3.59841 1.51065 4.25752
H 5.75600 1.07896 -0.37733
H 1.84549 2.21411 -4.32997
H -0.38304 -6.18439 0.61681
H 0.19531 2.07154 4.72433
C -2.87177 0.33804 2.57861
C -0.37010 0.77327 -3.92591
H -2.63061 -0.59953 3.06887
C -0.55942 -3.08405 0.91353
C -2.27129 0.83906 1.52986
N 3.92704 0.19702 0.16709
N 0.06409 1.22625 5.25846
H 5.46278 0.92375 1.38476
H 0.24350 -1.06578 6.30961
H 4.01138 0.31517 -1.91748
C 5.00334 1.14791 0.41733
C -2.61094 2.00617 0.71104